Here is a single C14H19N3O molecule from OMol25. Energies are from wB97M-V/def2-TZVPD.

## Properties
highest occupied orbital energy	-8.38	eV
multiplicity	1
frontier orbital gap	9.2	eV

Element x y z (Å)
1 C 4.9806 -0.0289 -0.2147
2 C 4.0678 0.4994 -1.3141
3 C 2.8910 -0.4467 -1.5737
4 C 2.0129 -0.6051 -0.3461
5 O 1.9124 -1.6460 0.2759
6 N 1.3663 0.5218 0.0174
7 H 1.3681 1.3254 -0.5905
8 C 0.4521 0.5822 1.1476
9 C -0.9517 0.3983 0.6551
10 N -1.6443 1.3616 0.1112
11 C -2.8433 0.8034 -0.2431
12 C -3.9581 1.3700 -0.8511
13 C -5.0421 0.5523 -1.0866
14 C -5.0322 -0.7985 -0.7309
15 C -3.9370 -1.3808 -0.1267
16 C -2.8403 -0.5666 0.1123
17 N -1.6102 -0.7996 0.6763
18 C -1.1346 -2.0579 1.1845
19 H -1.6933 -2.8630 0.7106
20 H -0.0753 -2.1837 0.9543
21 H -1.2789 -2.1191 2.2669
22 H -3.9414 -2.4253 0.1479
23 H -5.9058 -1.4005 -0.9333
24 H -5.9249 0.9602 -1.5565
25 H -3.9621 2.4135 -1.1223
26 C 0.6000 1.9233 1.8580
27 H 0.2536 2.7196 1.2048
28 H 1.6398 2.0929 2.1269
29 H -0.0053 1.9333 2.7599
30 H 0.7295 -0.2412 1.8131
31 H 2.2829 -0.0681 -2.3985
32 H 3.2674 -1.4346 -1.8423
33 H 3.6947 1.4873 -1.0337
34 H 4.6381 0.6110 -2.2390
35 H 4.4288 -0.1481 0.7147
36 H 5.3875 -0.9982 -0.4922
37 H 5.8073 0.6564 -0.0420

Atom charges from the natural (NBO) analysis, given in e for atoms 1 to 5:
1. C -0.6093
2. C -0.3812
3. C -0.4940
4. C 0.6922
5. O -0.6486

***

Here is a molecular structure, C3H2NOS2 from OMol25. Energies are from wB97M-V/def2-TZVPD.

## Properties
highest occupied orbital energy (spin up / spin down)	-3.28 / -3.28	eV
multiplicity	1
frontier orbital gap (spin up / spin down)	6.9 / 6.9	eV
total charge	-1

Element x y z (Å)
1 C -0.8341 0.1968 -0.6968
2 C -0.4173 -1.1292 -0.5865
3 C 0.8354 0.6232 0.8302
4 N -0.1420 1.1061 -0.0989
5 O -0.7499 -2.0013 -1.3895
6 S 0.3418 1.5938 2.1381
7 S 0.7084 -1.3994 0.7486
8 H -1.6237 0.3075 -1.4321
9 H 1.8815 0.7025 0.4868

Atom charges from the natural (NBO) analysis, given in e for atoms 1 to 5:
1. C -0.1008
2. C 0.3216
3. C -0.2817
4. N -0.3178
5. O -0.6199

***

Here is a gas-phase ion, C7H17O3S (charge +1) from OMol25. Energies are from wB97M-V/def2-TZVPD.

## Properties
highest occupied orbital energy	-12.83	eV
multiplicity	1
frontier orbital gap	8.8	eV
total charge	+1

Element x y z (Å)
1 C -0.6159 -1.6761 -3.0881
2 C -0.6584 -0.9347 -1.7562
3 O -0.6653 -1.8423 -0.6693
4 C 0.2001 -1.6346 0.4008
5 C -0.5666 -1.3057 1.6668
6 O -1.5221 -0.2839 1.4746
7 C -1.1811 1.0114 1.8780
8 C -0.8066 1.9027 0.7012
9 O 0.5561 2.4022 0.7957
10 C 1.4367 2.0187 -0.1468
11 S 2.9200 1.1374 0.6523
12 H -1.4030 -1.3296 -3.7531
13 H 0.3340 -1.5380 -3.5989
14 H -0.7669 -2.7374 -2.9111
15 H -1.5616 -0.3246 -1.6951
16 H 0.2117 -0.2723 -1.6750
17 H 0.7723 -2.5489 0.5834
18 H 0.9326 -0.8402 0.1756
19 H -1.1008 -2.1949 1.9980
20 H 0.1407 -1.0330 2.4583
21 H -2.0423 1.4356 2.3900
22 H -0.3489 1.0112 2.5896
23 H -0.9420 1.3614 -0.2348
24 H -1.4330 2.7894 0.6692
25 H 1.9308 2.8534 -0.6411
26 H 1.0604 1.2841 -0.8615
27 H 2.6354 1.4143 1.9300
28 H 2.4837 -0.1256 0.6675

Atom charges from the natural (NBO) analysis, given in e for atoms 1 to 5:
1. C -0.6419
2. C -0.0436
3. O -0.5251
4. C -0.0562
5. C -0.0862

***

Here is a molecular structure, C12H25CsN3O3Ta from OMol25. Energies are from wB97M-V/def2-TZVPD.

## Properties
highest occupied orbital energy	-15.59	eV
multiplicity	1
frontier orbital gap	7.9	eV
total charge	+2

Element x y z (Å)
1 N -1.8140 -0.3887 1.1704
2 C -2.8238 -0.9777 1.5232
3 O -3.9195 -1.2976 1.8849
4 Cs -2.1718 2.2449 3.5070
5 Ta 0.1497 -0.1091 1.1302
6 N 0.1556 1.5897 0.2277
7 N 0.8246 -1.5509 0.0101
8 C -0.4578 2.3951 -0.8307
9 C 0.1598 -2.5677 -0.8426
10 C -0.1195 3.8739 -0.6348
11 C 0.1464 1.9652 -2.1670
12 C -1.9684 2.2075 -0.7964
13 C -0.5018 -3.5984 0.0736
14 C 1.2048 -3.2353 -1.7394
15 C -0.8955 -1.8675 -1.6884
16 H -0.4056 4.2214 0.3684
17 H -0.6667 4.4602 -1.3909
18 H 0.9573 4.0445 -0.7772
19 H 1.2361 2.1105 -2.1515
20 H -0.2888 2.5739 -2.9753
21 H -0.0561 0.9067 -2.3780
22 H -2.2746 1.1538 -0.8218
23 H -2.4037 2.7116 -1.6761
24 H -2.4115 2.6725 0.1028
25 H 0.2494 -4.0660 0.7299
26 H -0.9679 -4.3877 -0.5413
27 H -1.2828 -3.1388 0.7031
28 H 1.8917 -3.8544 -1.1432
29 H 1.7697 -2.4704 -2.2942
30 H 0.6845 -3.8884 -2.4563
31 H -1.3641 -2.6172 -2.3472
32 H -0.4335 -1.1130 -2.3453
33 H -1.6840 -1.3994 -1.0761
34 C 1.5966 1.9135 0.5792
35 H 1.9683 1.1051 1.2699
36 H 2.2456 1.9523 -0.3079
37 H 1.6869 2.8764 1.1137
38 C 2.1727 -1.8880 0.5844
39 H 2.3694 -1.1771 1.4173
40 H 2.2189 -2.9158 0.9845
41 H 2.9858 -1.7775 -0.1590
42 O 0.4015 0.4330 5.2478
43 C 0.6134 0.8766 4.1321
44 O 0.1244 0.1730 3.0267
45 H 1.0982 1.8254 3.7538

Atom charges from the natural (NBO) analysis, given in e for atoms 1 to 5:
1. N -0.9140
2. C 0.9112
3. O -0.4172
4. Cs 0.9906
5. Ta 2.3661

***

Here is a single C4H7N3 molecule from OMol25. Energies are from wB97M-V/def2-TZVPD.

## Properties
highest occupied orbital energy	-9.48	eV
multiplicity	1
frontier orbital gap	10.3	eV

Element x y z (Å)
1 C -1.9435 0.5689 -0.2695
2 C -0.9107 -0.5187 -0.5461
3 N 0.1438 -0.5756 0.4476
4 C 1.4462 -0.2188 0.3008
5 N 2.3025 -0.3639 1.2393
6 C 1.8116 0.3459 -1.0012
7 N 2.2013 0.8027 -1.9889
8 H -1.4630 1.5514 -0.2627
9 H -2.4282 0.4180 0.6991
10 H -2.7285 0.5555 -1.0330
11 H -0.4519 -0.3476 -1.5216
12 H -1.3836 -1.5041 -0.6106
13 H -0.0712 -0.9410 1.3642
14 H 3.2175 -0.0479 0.9368

Atom charges from the natural (NBO) analysis, given in e for atoms 1 to 5:
1. C -0.6149
2. C -0.2180
3. N -0.5820
4. C 0.3372
5. N -0.6588

***

Here is a single C10H8N2 molecule from OMol25. Energies are from wB97M-V/def2-TZVPD.

## Properties
highest occupied orbital energy	-8.86	eV
multiplicity	1
frontier orbital gap	9.4	eV

Element x y z (Å)
1 C 3.3846 0.0358 -0.0497
2 C 2.6982 -1.1136 -0.4561
3 C 1.2860 -1.2310 -0.3823
4 C 0.6443 -0.0568 -0.0837
5 C 1.3101 1.1929 0.3729
6 C 2.7155 1.1370 0.4166
7 C -0.8656 -0.0344 -0.0084
8 C -2.7833 1.0869 -0.5505
9 C -3.5701 0.0084 0.0176
10 C -2.7625 -1.0645 0.5196
11 H 4.5823 0.0244 0.2552
12 H 3.1762 -2.0185 -0.8697
13 H 0.8044 -2.1505 -0.7100
14 H 0.5737 1.9479 0.7647
15 H 3.0379 2.2142 0.8612
16 H -3.1891 1.8128 -0.9527
17 H -4.8012 -0.1251 -0.1494
18 H -3.3016 -1.7280 1.0693
19 N -1.4761 1.0784 -0.5513
20 N -1.4636 -1.0164 0.4866

Atom charges from the natural (NBO) analysis, given in e for atoms 1 to 5:
1. C -0.2323
2. C -0.2002
3. C -0.1955
4. C -0.0643
5. C -0.1890

***

Question: Which formula does entry 6 have?
Answer: C10H8N2

***

Question: multiplicity of number 4 (C12H25CsN3O3Ta)?
Answer: 1